Here is a structure of composition C39H46Cl2HfN5O2STe from OMol25. Energies are from wB97M-V/def2-TZVPD.

Last column: Mulliken charge in e.
Cartesian coordinates (Å):
Hf  -0.81249  0.30621  -1.18571  -0.948
C  0.89954  -1.33091  -3.18110  -0.638
C  0.29990  -0.39097  -4.20895  -0.867
N  -0.54763  0.63650  -3.52981  -0.220
C  -1.84371  0.88860  -4.23465  -0.774
C  -2.83968  -0.24341  -4.06037  -0.625
S  -3.05485  -0.72687  -2.31293  0.085
C  -2.55156  -2.47324  -2.33092  -0.311
C  -1.13918  -2.68963  -2.83788  -0.812
N  -0.14867  -1.76453  -2.21091  0.577
H  1.36417  -2.19363  -3.66355  0.630
H  1.68757  -0.82933  -2.61070  0.247
H  1.09096  0.08634  -4.78671  0.453
H  -0.31783  -0.93045  -4.92462  0.428
H  -0.06075  1.52575  -3.59050  0.056
H  -2.25156  1.81208  -3.83189  0.261
H  -1.65780  1.03784  -5.30076  0.598
H  -3.81404  0.07598  -4.42666  0.643
H  -2.56661  -1.13638  -4.62024  0.377
H  -2.65948  -2.80100  -1.29842  -0.133
H  -3.27118  -3.03183  -2.92926  0.635
H  -0.84464  -3.72293  -2.64241  0.433
H  -1.10525  -2.56405  -3.91773  0.415
H  0.36364  -2.32803  -1.52050  -0.564
N  0.53004  -0.70746  0.46231  0.848
C  1.28243  0.32352  1.14195  0.131
C  1.65262  0.25680  2.45254  -0.548
C  2.39847  1.30349  3.03706  -1.046
C  2.77052  2.38258  2.29048  -0.883
C  2.38576  2.47677  0.93013  0.413
C  2.74169  3.56504  0.10845  -0.689
C  2.31470  3.60056  -1.19358  -1.293
C  1.50045  2.57094  -1.66042  0.145
N  1.14382  1.51242  -0.93800  0.590
C  1.61631  1.44437  0.35814  0.467
H  -0.05626  -1.21690  1.12374  0.010
H  1.18353  -1.41487  0.08428  -0.551
H  1.38670  -0.60926  3.04787  0.629
H  2.68625  1.23103  4.07667  0.519
H  3.36182  3.17946  2.72258  0.517
H  3.34809  4.36542  0.51492  0.550
H  2.57070  4.41535  -1.85510  0.510
H  1.11913  2.63931  -2.67023  0.323
Cl  -2.68726  -1.13324  0.92092  0.248
C  -2.73758  -2.84030  1.47847  -0.806
Cl  -1.23020  -3.67959  1.12374  -0.035
H  -3.56157  -3.33263  0.97494  0.541
H  -2.89028  -2.79711  2.55077  0.362
C  -3.34323  -0.75276  5.13725  -1.941
C  -3.59552  0.19066  3.98962  1.103
C  -4.74186  0.04297  3.21570  -0.955
C  -5.02044  0.91636  2.17391  -1.160
C  -4.16475  1.97090  1.90856  -0.356
C  -3.01773  2.12428  2.67860  -0.378
N  -2.18508  3.27645  2.53563  0.245
C  -2.14172  4.14275  1.48244  0.384
C  -2.09348  5.52122  1.76715  -1.138
C  -2.11770  6.45971  0.76860  -0.593
C  -2.18626  6.08721  -0.58780  -0.924
C  -2.17248  4.76361  -0.90242  -0.926
C  -2.10393  3.76148  0.10848  0.226
C  -1.80957  2.45285  -0.32715  2.099
O  -1.50440  1.44096  0.43372  0.635
O  -1.69723  2.14685  -1.60289  -0.429
C  -2.70297  1.23331  3.70517  1.176
C  -1.45213  1.44241  4.51588  -1.674
H  -4.14486  -1.48435  5.22093  0.422
H  -3.28673  -0.21867  6.08685  0.437
H  -2.39792  -1.29402  5.03011  0.403
H  -5.44269  -0.74833  3.45232  0.474
H  -5.93260  0.80642  1.60251  0.489
H  -4.41762  2.70071  1.14927  0.658
H  -2.02369  3.73970  3.41996  0.356
H  -2.09793  5.83770  2.80310  0.510
H  -2.11626  7.50912  1.03399  0.461
H  -2.24787  6.84224  -1.35792  0.487
H  -2.20033  4.44554  -1.93516  0.501
H  -0.63460  1.79819  3.88499  0.306
H  -1.13499  0.52670  5.01097  0.460
H  -1.60187  2.18388  5.30695  0.389
C  3.49085  -4.59429  -1.88333  -1.002
Te  2.26438  -3.89215  -0.27538  0.182
C  4.09131  -3.30038  0.67524  -0.928
C  5.17962  -3.99266  -0.11179  0.598
C  6.48162  -4.01096  0.38350  -0.729
C  7.48902  -4.63849  -0.32705  -0.598
C  7.20338  -5.25664  -1.53863  -0.593
C  5.91197  -5.24333  -2.03412  -0.732
C  4.89427  -4.60989  -1.32420  0.472
H  3.40369  -3.93649  -2.74679  0.426
H  3.14464  -5.58872  -2.15610  0.548
H  4.05471  -3.63944  1.70823  0.565
H  4.19737  -2.21676  0.65612  0.426
H  6.70351  -3.54216  1.33446  0.442
H  8.49551  -4.65742  0.06788  0.422
H  7.98674  -5.75813  -2.09013  0.418
H  5.68911  -5.73602  -2.97264  0.444

Atoms 1-6, force components in eV/Å:
Hf 0.154 -0.497 -0.121
C 0.010 -0.002 0.056
C -0.022 0.005 0.007
N 0.021 0.021 0.068
C 0.004 -0.006 -0.001
C -0.003 -0.010 -0.016

Computed properties:
- 2S+1: 1
- Charge: +3
- HOMO: -14.7 eV
- Relative energy (zero: lowest compared OMol25 entry of this formula, charge and spin): 1.3 kcal/mol
- Orbital gap: 6.0 eV